[1]
{
  "formula": "C8H14N2O3",
  "method": "ωB97M-V/def2-TZVPD",
  "homo_lumo_gap_ev": [8.310, 8.234],
  "lumo_energy_ev": [-1.43, -1.46],
  "fmax_ev_per_a": 4.0,
  "elements": ["C", "C", "C", "C", "C", "C", "C", "C", "N", "N", "O", "O", "O", "H", "H", "H", "H", "H", "H", "H", "H", "H", "H", "H", "H", "H", "H"],
  "xyz": [[1.315357, -0.347749, 0.907408], [1.036737, -1.226096, -0.024828], [0.320817, 0.890248, 0.710179], [-0.271256, -0.819827, -0.731588], [-0.208110, 1.578698, 1.995445], [1.265997, 1.861984, -0.032557], [0.163470, -0.615625, -2.184057], [-1.373611, -1.826620, -0.570299], [-0.676541, 0.472186, -0.230703], [-3.124239, 1.443365, 0.249973], [-3.057865, 1.864346, -0.884197], [-3.888715, 1.829626, 1.110065], [-2.335771, 0.523345, 0.739309], [2.132874, -0.295511, 1.707435], [1.507501, -2.263413, -0.218608], [-0.305334, 0.770551, 2.749426], [-1.071561, 2.046945, 1.740973], [0.514871, 2.276965, 2.455327], [0.750516, 2.688328, -0.595324], [1.760102, 1.205399, -0.830877], [2.034468, 2.087664, 0.687462], [-0.804280, -0.391073, -2.655826], [0.480795, -1.553534, -2.580674], [0.730360, 0.325262, -2.166118], [-1.414325, -2.072867, 0.422156], [-1.169848, -2.751275, -1.108362], [-2.343263, -1.501478, -0.957127]],
  "forces_ev_per_angstrom": [[-0.061, 1.466, 1.746], [-0.629, -2.329, 0.706], [1.959, -0.060, 1.525], [1.067, -1.227, -0.358], [3.135, -2.316, 0.915], [-0.218, -1.021, -2.658], [-2.878, 1.654, 0.402], [-0.301, -0.364, -2.375], [-1.234, 1.278, 0.306], [-0.633, 1.494, -0.058], [0.322, -0.672, 0.240], [-0.553, 0.211, -0.111], [3.000, -2.088, -0.955], [-1.218, -0.234, -1.482], [-0.738, 2.015, 0.277], [-0.688, 0.604, -0.357], [-2.530, 1.422, -0.094], [-0.167, -0.209, -0.670], [0.557, -0.445, 1.121], [-0.378, 1.330, 0.979], [0.227, 0.761, 0.005], [0.389, 0.167, -0.551], [1.071, -0.231, -0.357], [0.467, -0.937, -0.900], [-0.608, -0.591, 2.601], [0.413, -0.021, -0.142], [0.224, 0.342, 0.244]],
  "nbo_charge": [-0.215, -0.216, 0.021, 0.011, -0.578, -0.587, -0.597, -0.588, -0.019, 0.711, -0.393, -0.392, -0.310, 0.235, 0.238, 0.222, 0.229, 0.214, 0.238, 0.208, 0.224, 0.221, 0.226, 0.227, 0.220, 0.214, 0.236]
}

=====

[2]
{
  "formula": "C24H24LiN3O5STe",
  "method": "ωB97M-V/def2-TZVPD",
  "homo_lumo_gap_ev": 4.879,
  "lumo_energy_ev": 4.58,
  "fmax_ev_per_a": 1.5,
  "total_charge": -2,
  "elements": ["Li", "C", "O", "C", "C", "C", "C", "C", "C", "N", "N", "C", "O", "C", "C", "C", "C", "C", "C", "C", "O", "H", "H", "H", "H", "H", "H", "H", "H", "H", "H", "H", "H", "O", "C", "O", "C", "N", "C", "C", "C", "H", "H", "H", "H", "H", "H", "H", "H", "H", "Te", "C", "C", "C", "C", "S", "H", "H", "H"],
  "xyz": [[-0.449831, -0.542510, -1.207227], [3.787869, -1.738710, -2.953027], [4.183669, -0.862810, -1.926627], [3.586569, 0.417190, -1.987127], [4.454369, 1.493290, -1.995627], [3.964769, 2.789690, -1.944527], [2.598669, 2.978790, -1.931927], [1.692869, 1.920190, -1.958927], [0.293769, 2.229190, -1.964327], [-0.619631, 1.344890, -1.785227], [-1.906631, 1.750690, -1.790627], [-2.733831, 0.740590, -1.545527], [-2.392531, -0.474110, -1.392427], [-4.160731, 1.087890, -1.492227], [-5.098531, 0.074990, -1.286727], [-6.449131, 0.336790, -1.340227], [-6.902731, 1.623390, -1.604327], [-5.979631, 2.643690, -1.791227], [-4.625631, 2.381690, -1.737227], [2.165169, 0.562090, -1.958327], [1.394469, -0.457510, -1.909827], [4.336469, -2.669510, -2.789527], [4.052369, -1.337310, -3.943827], [2.710269, -1.925710, -2.923827], [5.521669, 1.298590, -2.023427], [4.643469, 3.635090, -1.918527], [2.192869, 3.982590, -1.871327], [0.007169, 3.279990, -2.122527], [-4.719531, -0.914610, -1.088627], [-7.165231, -0.460410, -1.178927], [-7.965031, 1.828590, -1.658827], [-6.332831, 3.651990, -1.982927], [-3.894631, 3.158790, -1.891227], [1.113169, -4.207010, 0.509873], [0.843869, -2.962110, 0.058273], [-0.134731, -2.721310, -0.585927], [1.910969, -1.958110, 0.429673], [2.916969, -2.579510, 1.314673], [2.683769, -2.005910, 2.643073], [2.188369, -0.579310, 2.395273], [1.313569, -0.743310, 1.158073], [2.355869, -1.630210, -0.513727], [3.832469, -2.285910, 0.982573], [1.945569, -4.105510, 1.026073], [3.593969, -2.054610, 3.246073], [1.903869, -2.594510, 3.140073], [3.036969, 0.072590, 2.175473], [1.637969, -0.174510, 3.241873], [1.323069, 0.132090, 0.516873], [0.278769, -0.938210, 1.438373], [-2.397431, 0.097390, 1.207373], [-1.928331, -0.003210, 3.259773], [-1.236531, -0.999310, 3.903673], [-0.958631, -0.772610, 5.262073], [-1.430231, 0.421990, 5.707373], [-2.242531, 1.272890, 4.424973], [-0.939331, -1.899710, 3.386073], [-0.416931, -1.476910, 5.881973], [-1.384931, 0.867390, 6.686873]],
  "forces_ev_per_angstrom": [[0.008, -0.359, -0.157], [-0.156, -0.294, -0.354], [-0.297, 0.757, 0.246], [0.504, -0.304, -0.030], [-0.007, -0.370, 0.044], [0.190, 0.322, -0.055], [-0.155, 0.063, 0.011], [0.777, -0.255, 0.003], [-1.164, 0.075, 0.014], [0.498, 0.010, 0.101], [-0.674, 0.701, -0.186], [1.369, -0.262, -0.676], [-0.341, 0.278, -0.636], [-1.201, 0.233, -0.344], [0.473, 0.004, -0.050], [-0.407, 0.128, -0.039], [0.016, -0.035, 0.056], [-0.340, 0.119, -0.008], [0.324, -0.220, 0.035], [0.008, -0.049, 0.003], [0.050, -0.064, -0.127], [-0.024, 0.003, -0.055], [0.004, -0.012, 0.115], [0.108, 0.023, -0.024], [-0.027, -0.054, 0.045], [-0.018, -0.023, -0.004], [-0.012, 0.077, -0.069], [-0.036, -0.158, 0.065], [0.042, -0.129, 0.047], [0.007, -0.044, 0.015], [-0.046, 0.020, 0.017], [0.048, 0.002, -0.008], [0.082, 0.086, -0.007], [-0.315, -0.118, -0.047], [0.549, -0.499, 0.327], [-0.318, 0.255, -0.285], [0.075, 0.104, -0.217], [0.378, 0.103, -0.140], [-0.009, 0.222, 0.253], [0.091, -0.160, 0.075], [0.014, -0.054, 0.160], [-0.007, -0.180, 0.145], [-0.150, -0.103, 0.057], [0.067, 0.106, -0.184], [-0.053, -0.081, 0.012], [0.034, 0.076, 0.041], [0.077, 0.030, 0.042], [-0.055, 0.077, 0.047], [-0.067, 0.099, 0.030], [-0.063, 0.118, 0.008], [-0.031, -0.337, 1.257], [-0.017, 0.576, 0.419], [-0.110, -0.210, -0.532], [0.163, 0.122, 0.609], [-0.369, 0.527, -0.090], [0.401, -0.761, -0.111], [0.007, -0.083, -0.108], [0.000, 0.018, 0.079], [0.107, -0.115, 0.161]],
  "nbo_charge": [0.859, -0.255, -0.564, 0.225, -0.281, -0.310, -0.195, -0.184, 0.053, -0.321, -0.490, 0.530, -0.789, 0.004, -0.188, -0.238, -0.241, -0.245, -0.197, 0.334, -0.827, 0.162, 0.151, 0.218, 0.194, 0.186, 0.190, 0.144, 0.244, 0.191, 0.185, 0.187, 0.232, -0.710, 0.803, -0.591, -0.228, -0.664, -0.223, -0.421, -0.442, 0.290, 0.371, 0.502, 0.183, 0.183, 0.189, 0.231, 0.245, 0.257, -0.315, -0.435, -0.389, -0.273, -0.487, 0.353, 0.211, 0.193, 0.201]
}

=====

[3]
{
  "formula": "C4H5N4O3",
  "method": "ωB97M-V/def2-TZVPD",
  "multiplicity": 3,
  "homo_lumo_gap_ev": [6.068, 5.516],
  "lumo_energy_ev": [2.88, 0.14],
  "fmax_ev_per_a": 7.5,
  "total_charge": -1,
  "elements": ["C", "C", "C", "C", "N", "N", "N", "N", "O", "O", "O", "H", "H", "H", "H", "H"],
  "xyz": [[4.047682, 0.001855, 0.370733], [0.499288, 0.592605, -0.067079], [-3.398998, -0.792644, 0.426940], [-1.067986, 0.104797, -0.497958], [1.390307, -0.100160, 0.592209], [1.007342, 1.634253, -0.795931], [2.465324, 0.647179, 0.316498], [2.239746, 1.651786, -0.487615], [4.085845, -0.716074, -0.570396], [4.629934, 0.476475, 1.319306], [-2.857491, 0.361611, -0.252331], [-4.550653, -0.598007, 0.389468], [-3.043102, -1.093720, 1.508532], [-3.262913, -1.570740, -0.262233], [-1.188732, -1.005187, -0.512797], [-0.995594, 0.405972, -1.477347]],
  "forces_ev_per_angstrom": [[-0.890, 1.591, 1.578], [-4.768, -1.454, -2.507], [-2.636, 2.393, 1.281], [7.099, -1.030, 2.314], [0.492, 1.272, -0.289], [-2.476, -0.313, 0.584], [1.244, -0.232, 0.700], [1.936, -0.394, 0.518], [1.012, -1.375, -1.144], [0.460, -0.502, -0.357], [-3.351, -1.074, 1.530], [1.843, -0.568, 0.623], [-0.158, 1.017, -2.288], [0.487, -1.439, -0.849], [0.451, 0.780, 0.672], [-0.745, 1.327, -2.367]],
  "lowdin_spin": [0.000, 0.085, 0.081, 0.586, 0.039, 0.030, 0.022, 0.002, 0.001, 0.001, 1.022, 0.011, 0.018, 0.032, 0.031, 0.039]
}

=====

[4]
{
  "formula": "C18H35BN14O8",
  "method": "ωB97M-V/def2-TZVPD",
  "smiles": "NB(OC(=O)c1ccccc1)c1cccnc1.NC(N)=O.NC(N)=O.NC(N)=O.NC(N)=O.NC(N)=O.NC(N)=O",
  "homo_lumo_gap_ev": 9.132,
  "lumo_energy_ev": 0.43,
  "fmax_ev_per_a": 0.9,
  "elements": ["N", "B", "O", "C", "O", "C", "C", "C", "C", "C", "C", "C", "C", "C", "C", "N", "C", "H", "H", "H", "H", "H", "H", "H", "H", "H", "H", "H", "N", "C", "N", "O", "H", "H", "H", "H", "N", "C", "N", "O", "H", "H", "H", "H", "N", "C", "N", "O", "H", "H", "H", "H", "N", "C", "N", "O", "H", "H", "H", "H", "N", "C", "N", "O", "H", "H", "H", "H", "N", "C", "N", "O", "H", "H", "H", "H"],
  "xyz": [[0.195600, -0.558661, 0.770271], [0.954849, -0.979408, -0.392391], [2.130218, -1.725325, -0.318533], [2.424616, -2.461005, 0.795004], [3.293800, -2.131156, 1.556693], [1.631218, -3.711004, 0.939617], [2.138026, -4.731537, 1.737786], [1.405957, -5.900906, 1.929679], [0.160153, -6.047120, 1.326061], [-0.328902, -5.035691, 0.509711], [0.406337, -3.882240, 0.306458], [0.479623, -0.591470, -1.826636], [-0.598344, 0.275800, -2.036845], [-1.010107, 0.563719, -3.332971], [-0.317781, -0.039463, -4.380101], [0.718324, -0.865781, -4.222585], [1.087181, -1.128963, -2.969626], [-0.597669, -1.173249, 0.930630], [0.741225, -0.496397, 1.628278], [3.101481, -4.608653, 2.213387], [1.796215, -6.687780, 2.560663], [-0.423396, -6.942793, 1.495547], [-1.292998, -5.115989, 0.024877], [0.003495, -3.117400, -0.345214], [-1.105870, 0.705549, -1.180996], [-1.846408, 1.224479, -3.526524], [-0.623622, 0.161206, -5.401674], [1.920956, -1.811822, -2.846930], [4.030643, -8.964787, 5.826685], [3.639955, -8.048009, 4.888164], [4.105228, -6.776671, 5.082154], [2.926362, -8.345929, 3.947122], [4.616325, -8.742367, 6.608012], [3.704374, -9.905106, 5.709921], [3.832906, -6.079461, 4.414772], [4.691116, -6.512325, 5.850227], [1.387283, 2.427049, 4.636514], [0.934281, 1.773302, 3.532022], [0.661994, 2.570560, 2.453145], [0.785875, 0.562955, 3.479868], [1.539796, 3.421223, 4.658598], [1.623067, 1.873485, 5.437619], [0.325831, 2.110803, 1.624665], [0.787452, 3.565671, 2.460954], [-2.845628, 4.615131, -2.120885], [-3.237879, 4.085642, -3.321116], [-3.620497, 4.992352, -4.258334], [-3.235776, 2.878669, -3.521598], [-2.829179, 5.599350, -1.934456], [-2.555026, 3.973305, -1.408354], [-3.889043, 4.627802, -5.152501], [-3.602782, 5.990759, -4.138092], [-4.681200, -3.873014, -0.102262], [-3.823866, -3.078593, -0.814775], [-4.308532, -2.598414, -1.998332], [-2.702066, -2.816130, -0.419476], [-5.607432, -4.101377, -0.407253], [-4.350210, -4.232188, 0.773204], [-3.699053, -2.010413, -2.537002], [-5.227017, -2.798928, -2.343504], [-5.326185, 7.732008, -6.460059], [-3.976863, 7.936739, -6.395390], [-3.414937, 8.531681, -7.485637], [-3.312031, 7.604220, -5.425539], [-5.887364, 7.994266, -7.247506], [-5.767197, 7.298327, -5.670854], [-2.424849, 8.688355, -7.462858], [-3.936376, 8.810849, -8.294092], [4.728271, 3.736079, 3.062159], [4.284480, 4.645509, 3.975427], [5.235395, 5.162586, 4.809324], [3.109968, 4.974464, 4.047603], [5.684200, 3.445643, 2.988694], [4.046062, 3.327837, 2.449795], [4.932912, 5.833369, 5.489782], [6.203032, 4.906781, 4.769808]],
  "forces_ev_per_angstrom": [[0.760, -0.485, -0.223], [-0.254, 0.309, -0.043], [-0.143, 0.219, 0.233], [0.363, 0.154, 0.270], [-0.162, -0.077, -0.318], [0.054, -0.151, -0.098], [-0.279, -0.332, 0.172], [0.024, 0.204, -0.011], [0.167, 0.222, -0.021], [-0.172, -0.085, -0.016], [0.052, 0.054, -0.082], [-0.091, -0.122, -0.304], [0.129, -0.124, -0.160], [0.119, -0.244, 0.102], [-0.077, 0.114, 0.174], [-0.092, 0.004, 0.085], [-0.105, 0.154, 0.121], [-0.325, 0.464, 0.013], [-0.282, -0.072, 0.174], [0.025, 0.102, -0.021], [0.065, -0.076, 0.000], [0.029, -0.023, -0.021], [-0.006, -0.061, 0.031], [-0.064, -0.119, 0.004], [0.000, 0.015, -0.016], [0.092, -0.006, 0.003], [0.064, -0.024, -0.040], [0.018, -0.013, -0.061], [0.001, 0.006, -0.006], [0.011, 0.043, 0.024], [0.000, -0.026, -0.016], [-0.016, -0.002, -0.007], [0.004, 0.016, -0.002], [-0.008, -0.004, -0.013], [-0.013, 0.009, 0.002], [-0.003, -0.007, 0.010], [-0.117, 0.035, 0.120], [0.043, 0.148, -0.238], [0.014, 0.044, -0.080], [0.076, -0.191, 0.273], [0.190, -0.010, -0.082], [-0.014, -0.047, -0.019], [-0.013, -0.051, 0.012], [0.045, 0.007, 0.049], [-0.034, -0.007, 0.017], [0.065, 0.034, 0.070], [-0.224, -0.157, 0.118], [-0.108, 0.064, -0.026], [0.013, 0.010, -0.031], [0.003, -0.014, -0.003], [0.074, -0.005, -0.033], [0.197, 0.027, -0.153], [0.025, -0.017, -0.009], [-0.083, 0.067, -0.108], [0.028, -0.027, 0.024], [0.168, -0.008, 0.103], [-0.003, 0.012, -0.015], [0.007, 0.016, 0.012], [0.018, 0.022, 0.007], [-0.010, -0.002, 0.013], [0.026, -0.013, -0.004], [-0.007, 0.004, -0.014], [-0.006, 0.015, 0.001], [-0.073, 0.085, 0.043], [0.009, 0.004, -0.010], [-0.003, 0.009, 0.013], [0.008, -0.010, 0.009], [-0.013, -0.004, 0.002], [-0.029, 0.096, 0.000], [0.104, -0.168, -0.072], [-0.034, 0.010, -0.009], [-0.204, 0.057, 0.059], [0.003, -0.017, 0.021], [-0.018, -0.050, 0.022], [-0.011, 0.011, -0.003], [0.001, -0.013, -0.017]],
  "mulliken_charge": [-0.164, 0.417, -0.508, 0.142, -0.602, 0.945, -0.561, -0.167, -0.569, -0.861, -0.332, 0.294, -0.336, -0.397, -0.357, -0.638, -0.510, 0.144, 0.250, 0.405, 0.392, 0.414, 0.401, 0.488, 0.407, 0.591, 0.379, 0.429, -0.417, 0.654, -0.326, -0.633, 0.152, 0.220, 0.182, 0.167, -0.392, 0.633, -0.317, -0.677, 0.162, 0.199, 0.188, 0.185, -0.354, 0.582, -0.261, -0.678, 0.161, 0.202, 0.155, 0.173, -0.416, 0.625, -0.390, -0.589, 0.151, 0.224, 0.220, 0.148, -0.377, 0.671, -0.415, -0.667, 0.168, 0.221, 0.220, 0.160, -0.339, 0.656, -0.400, -0.674, 0.165, 0.197, 0.222, 0.158]
}